[1]
This record from the OMol25 dataset describes a cluster of 5 separate species, C18H39NO4 in total at a distorted geometry. The level of theory is the ωB97M-V functional and the def2-TZVPD basis.

Properties
**Frontier orbital gap**: 9.15 eV
**Structure (SMILES)**: CCN(CC)CC.CC(C)=O.CC(C)=O.CC(C)=O.CC(C)=O
**Maximum force**: 1.5 eV Å⁻¹

Positions of all 62 atoms, in Å:
C1 14.26 -26.79 -12.16
C2 14.23 -25.35 -12.65
N1 14.67 -25.21 -14.04
C3 16.05 -25.66 -14.22
C4 17.07 -25.09 -13.21
C5 14.46 -23.82 -14.47
C6 14.04 -23.75 -15.92
H1 13.56 -27.42 -12.73
H2 13.92 -26.92 -11.13
H3 15.24 -27.27 -12.24
H4 13.16 -25.13 -12.64
H5 14.68 -24.61 -11.98
H6 16.05 -26.75 -14.24
H7 16.48 -25.36 -15.18
H8 18.12 -25.25 -13.44
H9 16.95 -24.00 -13.17
H10 16.85 -25.52 -12.24
H11 15.36 -23.20 -14.33
H12 13.73 -23.32 -13.83
H13 14.01 -22.72 -16.28
H14 13.09 -24.28 -16.05
H15 14.62 -24.35 -16.62
C7 18.61 -17.37 -12.55
C8 18.65 -18.86 -12.68
C9 17.39 -19.60 -13.00
O1 19.68 -19.49 -12.58
H16 19.03 -16.97 -13.47
H17 19.23 -17.08 -11.71
H18 17.58 -17.05 -12.39
H19 17.09 -19.44 -14.04
H20 16.55 -19.41 -12.33
H21 17.55 -20.68 -12.98
C10 19.75 -20.79 -16.44
C11 18.59 -21.73 -16.13
C12 18.90 -23.19 -16.25
O2 17.51 -21.30 -15.78
H22 20.12 -20.96 -17.45
H23 20.49 -20.87 -15.64
H24 19.39 -19.76 -16.39
H25 19.44 -23.56 -15.38
H26 19.48 -23.35 -17.16
H27 17.94 -23.71 -16.25
C13 16.68 -25.29 -18.11
C14 17.92 -25.28 -18.95
C15 18.92 -26.42 -18.79
O3 18.16 -24.34 -19.67
H28 16.12 -24.36 -18.13
H29 16.86 -25.71 -17.12
H30 15.93 -26.00 -18.50
H31 19.93 -26.01 -18.71
H32 18.86 -27.08 -19.65
H33 18.72 -26.99 -17.88
C16 16.21 -18.54 -20.21
C17 15.75 -18.98 -18.87
C18 15.70 -20.47 -18.65
O4 15.40 -18.18 -18.04
H34 15.67 -19.03 -21.03
H35 17.22 -18.93 -20.42
H36 16.19 -17.47 -20.40
H37 14.80 -20.66 -18.07
H38 16.48 -20.77 -17.95
H39 15.79 -21.02 -19.58

---

[2]
This record from the OMol25 dataset describes a structure of composition C18H3Cl3F4N4PdS at a distorted geometry. The level of theory is the ωB97M-V functional and the def2-TZVPD basis.

Properties
**Frontier orbital gap**: 6.09 eV
**Charge**: -2
**Relative energy (zero: lowest compared OMol25 entry of this formula, charge and spin)**: 0.0 kcal per mole
**Maximum force**: 1.5 eV Å⁻¹

Positions of all 34 atoms, in Å:
Pd1 -0.30 -1.29 -2.39
Cl1 2.22 -2.88 -3.32
C1 2.69 -2.84 -1.60
C2 4.06 -2.76 -1.34
C3 4.51 -2.66 -0.03
C4 3.60 -2.61 1.02
C5 2.22 -2.56 0.73
Cl2 1.22 -2.13 2.09
C6 1.71 -2.79 -0.56
S1 -0.07 -2.84 -0.79
H1 4.70 -2.81 -2.25
H2 5.56 -2.61 0.20
H3 3.91 -2.60 2.07
F1 0.81 1.67 1.26
C7 -0.50 1.65 0.87
C8 -1.39 2.27 1.69
F2 -0.95 2.90 2.79
C9 -2.78 2.27 1.41
C10 -3.09 1.55 0.26
C11 -2.18 0.93 -0.58
F3 -2.66 0.34 -1.69
C12 -0.80 0.97 -0.31
C13 0.26 0.44 -1.25
C14 0.09 0.94 -2.56
N1 0.06 1.07 -3.70
C15 1.65 0.35 -0.88
N2 2.77 0.26 -0.60
F4 -4.40 1.44 -0.17
C16 -3.73 2.94 2.24
C17 -3.40 3.76 3.37
N3 -3.25 4.29 4.39
C18 -5.10 2.97 1.92
N4 -6.22 3.17 1.75
Cl3 -1.23 -2.81 -3.99

---

[3]
This record from the OMol25 dataset describes a structure of composition C18H40BaN2O6 at a distorted geometry. The level of theory is the ωB97M-V functional and the def2-TZVPD basis.

Properties
**Frontier orbital gap**: 10.52 eV
**Charge**: +2
**Maximum force**: 1.5 eV Å⁻¹

Positions of all 67 atoms, in Å:
Ba1 0.06 -0.12 -0.09
C1 -1.73 -1.89 -2.46
C2 -2.65 -2.13 -1.28
O1 -2.42 -1.08 -0.33
C3 -3.12 -1.22 0.91
C4 -2.37 -2.11 1.88
O2 -1.03 -1.66 2.07
C5 -0.71 -1.11 3.35
C6 -1.00 0.38 3.42
O3 -0.36 1.10 2.36
C7 0.89 1.73 2.67
C8 2.06 0.76 2.71
O4 1.96 -0.12 1.59
C9 3.00 -1.10 1.45
C10 2.39 -2.42 1.01
O5 1.60 -2.18 -0.17
C11 0.92 -3.34 -0.68
C12 0.43 -3.01 -2.08
O6 -0.35 -1.81 -2.07
H1 -1.97 -0.94 -2.94
H2 -1.87 -2.68 -3.21
H3 -2.46 -3.10 -0.82
H4 -3.68 -2.11 -1.62
H5 -4.13 -1.62 0.73
H6 -3.23 -0.21 1.31
H7 -2.31 -3.14 1.50
H8 -2.91 -2.15 2.83
H9 0.35 -1.31 3.51
H10 -1.27 -1.63 4.14
H11 -0.69 0.77 4.39
H12 -2.07 0.58 3.32
H13 0.83 2.24 3.64
H14 1.03 2.48 1.90
H15 2.08 0.17 3.63
H16 2.99 1.33 2.66
H17 3.51 -1.25 2.40
H18 3.73 -0.74 0.72
H19 1.74 -2.83 1.79
H20 3.18 -3.13 0.79
H21 0.10 -3.59 -0.01
H22 1.61 -4.18 -0.72
H23 -0.16 -3.85 -2.47
H24 1.28 -2.84 -2.74
C13 2.17 1.05 -2.52
N1 1.78 1.82 -1.34
C14 2.99 2.23 -0.62
C15 1.03 3.04 -1.71
C16 -0.33 2.78 -2.33
N2 -1.29 2.08 -1.46
C17 -2.49 1.79 -2.25
C18 -1.68 2.92 -0.33
H25 2.74 1.67 -3.23
H26 1.30 0.65 -3.05
H27 2.81 0.22 -2.23
H28 3.64 2.86 -1.24
H29 3.56 1.35 -0.31
H30 2.72 2.80 0.27
H31 1.62 3.63 -2.43
H32 0.93 3.65 -0.82
H33 -0.22 2.20 -3.25
H34 -0.74 3.75 -2.64
H35 -3.00 2.71 -2.57
H36 -3.19 1.20 -1.66
H37 -2.22 1.24 -3.15
H38 -2.09 3.88 -0.68
H39 -0.84 3.13 0.33
H40 -2.46 2.42 0.25

---

[4]
This record from the OMol25 dataset describes a structure of composition C18H40CaOP2Si at a distorted geometry. The level of theory is the ωB97M-V functional and the def2-TZVPD basis.

Properties
**Frontier orbital gap**: 6.25 eV
**Relative energy (zero: lowest compared OMol25 entry of this formula, charge and spin)**: 0.0 kcal per mole
**Maximum force**: 1.8 eV Å⁻¹

Positions of all 63 atoms, in Å:
P1 -2.14 -3.70 -1.20
P2 -0.37 -4.22 1.42
C1 -1.84 -5.46 -0.66
C2 -1.50 -5.58 0.83
H1 -1.00 -5.84 -1.28
H2 -2.73 -6.05 -0.91
H3 -2.42 -5.51 1.44
H4 -1.02 -6.54 1.04
C3 1.25 -5.11 1.28
H5 2.01 -4.50 1.78
H6 1.51 -5.21 0.22
H7 1.19 -6.10 1.76
C4 -0.64 -4.41 3.23
H8 -0.51 -5.45 3.55
H9 -1.66 -4.06 3.46
H10 0.08 -3.76 3.75
C5 -1.99 -3.94 -3.02
H11 -2.29 -3.01 -3.51
H12 -2.62 -4.77 -3.37
H13 -0.94 -4.14 -3.25
C6 -3.98 -3.68 -1.07
H14 -4.27 -3.67 -0.01
H15 -4.43 -4.54 -1.58
H16 -4.34 -2.75 -1.54
Ca1 0.91 2.69 0.22
C7 0.56 0.57 1.81
C8 1.58 0.17 1.03
C9 1.48 -0.79 -0.13
C10 1.16 -0.22 -1.58
C11 0.11 0.84 -1.74
C12 -1.00 0.95 -0.97
C13 -1.40 -0.03 0.11
C14 -0.88 0.19 1.59
C15 0.09 4.16 -1.44
H17 0.75 1.24 2.68
H18 2.61 0.57 1.21
H19 0.77 -1.62 0.05
H20 2.46 -1.28 -0.25
H21 2.08 0.16 -2.04
H22 0.93 -1.10 -2.21
H23 0.27 1.55 -2.58
H24 -1.71 1.78 -1.14
H25 -1.19 -1.08 -0.17
H26 -2.50 0.01 0.17
H27 -1.51 0.97 2.05
H28 -1.18 -0.72 2.15
H29 -0.20 5.14 -1.00
H30 -0.64 3.70 -2.08
H31 1.02 4.41 -1.94
C16 0.52 7.05 0.66
Si1 2.00 5.98 0.25
C17 2.60 6.42 -1.47
C18 3.36 6.09 1.53
O1 1.90 4.42 0.66
H32 0.91 8.08 0.74
H33 0.09 6.78 1.64
H34 -0.30 7.08 -0.06
H35 2.98 7.45 -1.39
H36 3.43 5.79 -1.80
H37 1.84 6.41 -2.26
H38 2.91 5.71 2.46
H39 4.12 5.35 1.24
H40 3.73 7.12 1.60

---

| no. | LUMO level (eV) | E_HOMO (eV) |
| --- | --- | --- |
| 1 | 0.610 | -8.54 |
| 2 | 4.015 | -2.07 |
| 3 | -4.341 | -14.87 |
| 4 | 0.089 | -6.16 |